Formula: C6H11N4O
Source: the OMol25 dataset
Level of theory: ωB97M-V/def2-TZVPD

```
22
Properties=species:S:1:pos:R:3
C -0.441 -1.336 -2.495
N -0.229 -0.851 -1.179
C 0.707 -1.479 -0.524
N 1.052 -1.045 0.684
C 0.135 -0.577 1.863
O -0.633 -1.416 2.279
N 0.217 0.719 2.254
C 0.732 1.887 1.491
N 0.201 2.002 0.175
C -0.964 1.344 -0.190
C -1.123 0.040 -0.592
H -1.389 -1.947 -2.515
H -0.617 -0.585 -3.264
H 0.316 -1.919 -2.810
H 1.341 -2.191 -1.128
H 1.834 -1.606 0.961
H -0.453 0.868 2.997
H 0.602 2.869 1.967
H 1.819 1.769 1.311
H 1.006 1.763 -0.453
H -1.943 1.786 0.144
H -2.170 -0.094 -0.976
```

Values from the calculation:
- charge = +1
- HOMO level (eV) = -13.26
- energy relative to the best compared isomer or geometry (same formula, charge and spin) (kcal/mol) = 25.89

***

Formula: C5H15NO3
Source: the OMol25 dataset
Level of theory: ωB97M-V/def2-TZVPD

```
24
Properties=species:S:1:pos:R:3
C -2.503 -1.405 0.173
C -1.245 -0.630 0.538
O -0.061 -1.309 0.129
C -1.188 0.787 -0.091
N -0.930 0.606 -1.522
O -0.156 1.523 0.455
O -2.399 1.449 0.160
H -2.535 -1.603 -0.897
H -2.511 -2.358 0.697
H -3.377 -0.822 0.450
H -1.175 -0.514 1.623
H -0.018 -1.167 -0.838
H -1.785 0.338 -1.995
H -0.629 1.491 -1.916
H 0.684 0.929 0.617
H -2.178 2.368 0.355
C 3.013 0.103 -0.451
C 2.461 0.029 0.969
H 2.335 0.668 -1.093
H 3.118 -0.897 -0.871
H 3.992 0.583 -0.474
H 1.497 -0.610 0.946
H 3.126 -0.567 1.593
H 2.463 1.011 1.441
```

Values from the calculation:
- HOMO level (eV) = -9.94
- energy relative to the best compared isomer or geometry (same formula, charge and spin) (kcal/mol) = 22.59

***

Formula: C8H21N2
Source: the OMol25 dataset
Level of theory: ωB97M-V/def2-TZVPD

```
31
Properties=species:S:1:pos:R:3
C -0.466 -2.319 0.727
C -2.019 -0.269 0.622
C -3.200 -1.393 0.521
C -0.975 2.992 -1.420
C 2.050 1.077 1.007
C 2.300 -1.166 0.259
C 1.753 0.498 -1.364
C -0.687 -0.813 0.582
N 0.127 0.026 0.145
N 1.553 0.081 0.049
H -1.225 -2.735 1.364
H -0.588 -2.801 -0.211
H 0.444 -2.571 1.141
H -1.513 3.945 -1.598
H -2.111 0.366 1.577
H -2.109 0.363 -0.285
H -2.892 -1.862 -0.521
H -3.062 -1.933 1.391
H -4.062 -0.822 0.481
H -1.580 2.240 -1.033
H -0.146 3.284 -0.774
H -0.558 2.686 -2.339
H 1.377 1.888 0.930
H 1.756 0.740 2.022
H 3.073 1.346 0.966
H 1.975 -2.035 -0.440
H 3.254 -1.072 0.002
H 2.101 -1.571 1.325
H 1.152 1.387 -1.640
H 2.797 0.677 -1.431
H 1.483 -0.236 -2.054
```

Values from the calculation:
- charge = +1
- HOMO level (eV) = -14.03
- energy relative to the best compared isomer or geometry (same formula, charge and spin) (kcal/mol) = 40.93

***

Formula: C5H8N2
Source: the OMol25 dataset
Level of theory: ωB97M-V/def2-TZVPD

```
15
Properties=species:S:1:pos:R:3
C 0.155 -1.272 1.451
C 0.470 0.172 1.080
N 0.130 0.468 -0.305
C -1.131 0.895 -0.844
C -0.935 1.116 -2.309
N 0.327 0.585 -2.542
C 0.892 0.286 -1.384
H 0.401 -1.464 2.500
H -0.908 -1.486 1.301
H 0.735 -1.962 0.829
H 1.535 0.388 1.224
H -0.082 0.870 1.719
H -1.774 1.472 -0.182
H -1.723 0.025 -1.248
H 1.909 -0.092 -1.289
```

Values from the calculation:
- HOMO level (eV) = -7.87
- energy relative to the best compared isomer or geometry (same formula, charge and spin) (kcal/mol) = 76.92

***

These records have frontier orbital gap values of 0.343 0.396 0.414 0.312 Ha, in the order they appear.